The following is a DFT calculation (ωB97M-V/def2-TZVPD) of a molecular structure, C4H5FN2 in a non-equilibrium geometry.

Properties
Frontier orbital gap = 9.10 eV
Total energy = -9922.121 eV
F_max = 4.40 eV/A

```
! RIJCOSX wB97M-V def2-TZVPD def2/J DEFGRID3
* xyz 0 1
F 1.006 -1.641 0.735
N -1.083 0.531 -0.258
N 2.359 0.262 0.122
C 1.217 -0.627 -0.125
C 1.863 1.379 -0.054
C 0.085 0.442 -0.386
C -2.179 -0.245 0.234
H -2.239 -1.065 -0.521
H -1.874 -0.466 1.187
H -3.088 0.361 0.242
H 2.504 2.233 -0.123
H 1.430 -1.164 -1.053
*
```



The following is a DFT calculation (ωB97M-V/def2-TZVPD) of a molecular structure, C4H2 in a non-equilibrium geometry.

Properties
Frontier orbital gap = 8.97 eV
Total energy = -4173.043 eV
F_max = 2.57 eV/A

```
! RIJCOSX wB97M-V def2-TZVPD def2/J DEFGRID3
* xyz 0 1
C 0.809 0.055 0.015
C -0.404 0.085 0.711
C 0.434 -0.167 1.761
C 1.400 0.734 1.112
H 0.886 -0.466 -0.877
H -1.465 0.164 0.423
*
```